(1)
An isolated molecule of C21H29N5O2, computed with the ωB97M-V functional and the def2-TZVPD basis.

Computed properties:
Total charge = 0
Highest occupied orbital energy = -8.28 eV
Structure (SMILES) = CC(C)C[C@H](NC(=O)N1CCn2c1nc1ccccc12)C(=O)N1CCCCC1
Energy relative to the best compared isomer or geometry (same formula, charge and spin) = 0.00 kcal per mole

Each line ends with the Löwdin charge.
Atoms and positions in Å:
C: -5.1335 -0.3541 -0.4333  -0.068
H: -5.2459 0.4790 0.2583  0.079
H: -4.6142 0.0028 -1.3181  0.066
H: -6.1254 -0.6883 -0.7293  0.078
C: -4.3665 -1.5004 0.2210  -0.415
C: -4.2830 -2.7036 -0.7180  -0.073
H: -5.2473 -3.2039 -0.7722  0.076
H: -4.0152 -2.3933 -1.7250  0.078
H: -3.5394 -3.4135 -0.3643  0.072
C: -2.9826 -1.0533 0.7165  -0.118
H: -3.1210 -0.2168 1.4035  0.108
H: -2.5402 -1.8825 1.2710  0.115
C: -1.9877 -0.6780 -0.3990  -0.188
N: -0.6100 -0.9773 -0.0225  0.130
C: -0.1630 -2.2475 0.0539  -0.487
O: -0.8340 -3.2553 0.0781  0.093
N: 1.2300 -2.3227 0.1646  0.070
C: 2.1296 -1.3220 -0.0249  -0.290
N: 2.0396 -0.0326 -0.1882  0.160
C: 3.3556 0.3756 -0.3325  -0.204
C: 3.8716 1.6460 -0.5323  -0.017
C: 5.2438 1.7730 -0.6410  -0.098
C: 6.0914 0.6717 -0.5541  -0.102
C: 5.5997 -0.6061 -0.3535  -0.021
C: 4.2293 -0.7408 -0.2443  -0.145
N: 3.3971 -1.8152 -0.0440  0.041
C: 3.4384 -3.2424 0.1202  -0.066
H: 4.0104 -3.5190 1.0117  0.127
H: 3.8938 -3.7246 -0.7508  0.128
C: 1.9382 -3.5974 0.2638  -0.064
H: 1.5879 -4.2695 -0.5242  0.129
H: 1.7142 -4.0622 1.2276  0.130
H: 6.2560 -1.4605 -0.2866  0.107
H: 7.1572 0.8176 -0.6458  0.099
H: 5.6725 2.7515 -0.7981  0.099
H: 3.2176 2.5005 -0.6015  0.104
H: 0.0905 -0.2604 -0.1861  0.097
H: -2.2354 -1.2791 -1.2819  0.146
C: -2.0817 0.7810 -0.8490  -0.410
O: -2.5143 1.0387 -1.9604  0.053
N: -1.6758 1.7496 -0.0042  -0.035
C: -1.1571 1.6135 1.3392  -0.154
H: -1.1230 0.5684 1.6358  0.106
C: 0.2455 2.2198 1.4456  -0.173
C: 0.2377 3.6726 0.9811  -0.205
C: -0.3339 3.7461 -0.4310  -0.171
C: -1.7298 3.1296 -0.4507  -0.138
H: -2.1483 3.1343 -1.4580  0.120
H: -2.3951 3.6918 0.2157  0.132
H: -0.3893 4.7808 -0.7721  0.112
H: 0.3095 3.1914 -1.1165  0.116
H: 1.2506 4.0779 1.0041  0.105
H: -0.3791 4.2735 1.6548  0.111
H: 0.5801 2.1536 2.4822  0.116
H: 0.9357 1.6420 0.8284  0.072
H: -1.8335 2.1512 2.0190  0.133
H: -4.9183 -1.8111 1.1173  0.132

=====

(2)
A cluster of 4 separate species, C21H29N5O2S in total, computed with the ωB97M-V functional and the def2-TZVPD basis.

Computed properties:
Total charge = 0
Highest occupied orbital energy = -8.37 eV
Structure (SMILES) = O=COCCc1ccc2nsnc2c1.CCCC#N.CCCC#N.CCCC#N
Energy relative to the best compared isomer or geometry (same formula, charge and spin) = 358.30 kcal per mole

Each line ends with the Löwdin charge.
Atoms and positions in Å:
O: -0.1587 -3.3737 2.8103  -0.066
C: -0.8302 -4.3053 2.1295  -0.127
O: -1.8338 -4.0795 1.0790  -0.126
C: -1.7430 -2.7345 0.4912  -0.182
C: -2.9340 -1.7380 1.1013  -0.136
C: -4.3539 -2.5606 1.3878  -0.115
C: -5.2549 -2.3603 2.7804  -0.010
C: -6.6684 -3.2140 3.0438  -0.001
C: -7.1570 -4.3034 1.8718  -0.236
N: -8.3655 -5.2238 1.8759  -0.288
S: -8.2624 -6.1171 0.3404  0.833
N: -6.8380 -5.5181 -0.5447  -0.270
C: -6.3145 -4.5124 0.4791  -0.260
C: -4.9429 -3.6333 0.2581  0.037
H: -0.6368 -5.4393 2.4439  0.173
H: -0.6782 -2.2504 0.5128  0.124
H: -2.0220 -2.8590 -0.6624  0.137
H: -3.1541 -0.8359 0.3570  0.131
H: -2.5889 -1.2527 2.1156  0.112
H: -4.9036 -1.5998 3.6231  0.094
H: -7.2874 -3.0866 4.0394  0.091
H: -4.3153 -3.7616 -0.7252  0.095
C: 3.1676 1.1338 3.0504  -0.114
C: 2.0569 0.1336 3.3555  -0.264
C: 1.1483 -0.1314 2.1534  -0.201
C: 0.4780 1.1625 1.7212  -0.171
N: -0.0779 2.2360 1.3625  0.089
H: 2.7651 2.1170 2.7867  0.070
H: 3.8077 1.2700 3.9277  0.073
H: 3.7940 0.7837 2.2218  0.069
H: 1.4614 0.5106 4.1960  0.113
H: 2.5082 -0.8110 3.6784  0.113
H: 0.3785 -0.8637 2.4188  0.084
H: 1.7266 -0.5354 1.3155  0.070
C: 3.5572 1.4170 -1.1616  -0.113
C: 4.4564 0.4582 -1.9357  -0.263
C: 3.6974 -0.7444 -2.5001  -0.189
C: 3.0727 -1.5369 -1.3634  -0.144
N: 2.5544 -2.1943 -0.4204  0.109
H: 3.1124 0.9355 -0.2850  0.047
H: 4.1358 2.2739 -0.8022  0.071
H: 2.7473 1.7942 -1.7965  0.061
H: 5.2602 0.1135 -1.2736  0.114
H: 4.9295 1.0024 -2.7605  0.110
H: 4.3821 -1.3929 -3.0567  0.114
H: 2.9092 -0.4148 -3.1856  0.116
C: 1.8106 6.8264 -3.9770  -0.116
C: 1.3345 5.3810 -4.0817  -0.277
C: 1.7610 4.5261 -2.8867  -0.195
C: 3.2779 4.4914 -2.7955  -0.171
N: 4.5362 4.4627 -2.7198  0.114
H: 2.9032 6.8925 -3.9665  0.070
H: 1.4589 7.4055 -4.8367  0.073
H: 1.4274 7.3007 -3.0661  0.079
H: 1.7255 4.9453 -5.0093  0.112
H: 0.2416 5.3714 -4.1569  0.110
H: 1.3844 3.5043 -3.0025  0.105
H: 1.3531 4.9348 -1.9559  0.122

=====

(3)
An isolated molecule of C21H29N5OS, computed with the ωB97M-V functional and the def2-TZVPD basis.

Computed properties:
Total charge = 0
Highest occupied orbital energy = -8.00 eV
Structure (SMILES) = CCCc1[nH]n(-c2nc3ccccc3s2)c(=O)c1/C=N/CCCN(CC)CC
Energy relative to the best compared isomer or geometry (same formula, charge and spin) = 36.16 kcal per mole

Each line ends with the Löwdin charge.
Atoms and positions in Å:
C: 0.1094 3.8713 -0.7444  -0.099
H: 1.0819 3.5638 -1.1182  0.068
C: -0.0376 3.4761 0.7186  -0.236
H: -1.0398 3.7312 1.0719  0.103
H: 0.6799 4.0359 1.3206  0.108
C: 0.2262 1.9774 0.9281  -0.134
C: -0.7450 1.1415 0.1814  -0.180
C: -0.5587 0.4064 -0.9744  -0.071
C: 0.6451 0.2179 -1.7381  -0.105
N: 1.7283 0.8098 -1.4595  0.028
C: 2.9115 0.5293 -2.2107  -0.240
C: 3.9690 -0.0758 -1.2793  -0.169
H: 4.0509 0.5683 -0.4033  0.101
H: 4.9293 -0.0833 -1.7965  0.101
C: 3.5753 -1.5011 -0.8439  -0.192
N: 4.0728 -1.9769 0.4270  -0.204
C: 3.5759 -1.2911 1.6031  -0.260
H: 4.0793 -1.7409 2.4635  0.117
H: 3.8109 -0.2132 1.6079  0.106
C: 2.0686 -1.4642 1.7767  -0.076
H: 1.5170 -0.8857 1.0406  0.042
H: 1.7750 -1.1247 2.7674  0.071
H: 1.8030 -2.5126 1.6717  0.081
C: 5.4733 -2.3326 0.4825  -0.249
C: 6.4869 -1.1951 0.6683  -0.082
H: 6.2879 -0.6485 1.5870  0.065
H: 7.4886 -1.6139 0.7301  0.069
H: 6.4568 -0.4984 -0.1638  0.053
H: 5.7076 -2.8721 -0.4390  0.112
H: 5.5919 -3.0353 1.3163  0.111
H: 2.4849 -1.5546 -0.7952  0.099
H: 3.9005 -2.2134 -1.6079  0.123
H: 3.2852 1.4837 -2.5976  0.114
H: 2.7244 -0.1490 -3.0598  0.117
H: 0.5430 -0.4828 -2.5783  0.139
C: -1.8145 -0.2167 -1.3142  -0.395
O: -2.1826 -0.9480 -2.2133  -0.006
N: -2.6928 0.2112 -0.3038  -0.001
C: -4.0026 -0.1261 -0.2010  -0.525
N: -4.7717 0.2841 0.7461  0.114
C: -6.0341 -0.2193 0.5833  -0.319
C: -7.1168 0.0200 1.4235  -0.024
C: -8.3307 -0.5614 1.1237  -0.093
C: -8.4812 -1.3747 0.0032  -0.096
C: -7.4170 -1.6237 -0.8423  -0.097
C: -6.1945 -1.0451 -0.5502  -0.453
S: -4.6859 -1.1778 -1.4267  1.157
H: -7.5289 -2.2529 -1.7112  0.106
H: -9.4429 -1.8170 -0.2084  0.100
H: -9.1794 -0.3840 1.7671  0.100
H: -6.9888 0.6513 2.2883  0.109
N: -2.0287 1.0209 0.5756  0.155
H: -2.5108 1.3977 1.3755  0.171
H: 0.1652 1.7439 1.9939  0.123
H: 1.2197 1.7331 0.5511  0.097
H: 0.0111 4.9479 -0.8600  0.071
H: -0.6515 3.3890 -1.3531  0.074

=====

(4)
A structure of composition C21H30AsCsN4O5S2, computed with the ωB97M-V functional and the def2-TZVPD basis.

Computed properties:
Total charge = -2
Highest occupied orbital energy = -1.47 eV
Energy relative to the best compared isomer or geometry (same formula, charge and spin) = 3.31 kcal per mole

Each line ends with the Löwdin charge.
Atoms and positions in Å:
Cs: -0.4221 -0.8724 -0.0583  1.102
O: -1.6901 -4.7120 -2.4130  -0.414
S: -1.3740 -3.4419 -1.7447  0.142
O: -0.1991 -3.6650 -0.8018  -0.635
O: -0.9640 -2.3686 -2.6788  -0.492
O: -2.5086 -2.9598 -0.9186  -0.490
S: 0.1337 2.8014 4.7623  1.036
C: -0.6043 1.3108 5.2335  -0.500
C: -1.0415 0.8987 6.4880  -0.126
C: -1.5877 -0.3680 6.6081  -0.126
C: -1.6862 -1.2069 5.4926  -0.098
C: -1.2543 -0.7992 4.2440  -0.003
C: -0.7133 0.4809 4.1069  -0.297
N: -0.2473 1.0202 2.9211  0.100
C: 0.2265 2.2074 3.0741  -0.491
C: 0.8332 3.0720 2.0386  -0.308
C: 1.1044 4.4047 2.3912  -0.130
C: 1.7207 5.2597 1.4963  -0.147
C: 2.0710 4.7637 0.2418  -0.148
C: 1.7743 3.4451 -0.0828  -0.208
C: 1.1350 2.5206 0.7713  -0.066
H: -0.9524 1.5500 7.3491  0.091
H: -1.9332 -0.7136 7.5755  0.085
H: -2.1007 -2.2013 5.6110  0.091
H: -1.2778 -1.4605 3.3833  0.073
H: 0.8285 4.7980 3.3672  0.051
H: 1.9247 6.2889 1.7712  0.077
H: 2.5706 5.4105 -0.4770  0.077
H: 2.0692 3.1066 -1.0787  0.055
C: 0.5761 -0.5896 -4.5760  -0.077
N: 0.5576 0.8218 -4.9521  -0.188
C: 1.7135 1.2026 -5.7405  -0.096
C: 0.1827 1.6943 -3.9270  -0.455
N: -0.0385 1.2370 -2.7664  0.175
N: 0.0680 3.0418 -4.3431  -0.184
C: -0.2213 3.9937 -3.2893  -0.085
C: -0.7497 3.2674 -5.5230  -0.092
H: 0.6516 -1.1809 -5.4911  0.082
H: -0.3170 -0.8750 -4.0251  0.047
H: 1.4283 -0.8224 -3.9267  0.092
H: 2.6532 1.0029 -5.2039  0.088
H: 1.6857 2.2614 -5.9884  0.066
H: 1.7253 0.6219 -6.6658  0.077
H: -0.4197 1.9114 -2.1109  0.032
H: -1.2523 3.9055 -2.9148  0.093
H: -0.0908 5.0024 -3.6858  0.080
H: 0.4608 3.8599 -2.4521  0.061
H: -0.5510 2.5053 -6.2716  0.072
H: -0.5217 4.2511 -5.9414  0.077
H: -1.8232 3.2362 -5.2838  0.088
C: -1.6538 -5.4040 1.0712  -0.195
As: -0.2312 -4.2597 1.6835  0.951
C: 1.4753 -4.8523 1.0102  -0.206
C: -0.0746 -4.9268 3.5223  -0.240
O: -0.4775 -2.6428 1.8794  -0.772
H: -1.4386 -6.4204 1.4112  0.028
H: -1.7373 -5.3573 -0.0107  0.005
H: -2.5794 -5.0556 1.5282  0.044
H: 1.5402 -5.9305 1.1682  0.029
H: 2.2636 -4.3545 1.5748  0.033
H: 1.5127 -4.6058 -0.0465  0.017
H: 0.1635 -5.9927 3.5453  0.015
H: -1.0211 -4.7545 4.0358  0.017
H: 0.7058 -4.3620 4.0324  0.022

=====

no.,LUMO level (eV)
1,0.539
2,-1.538
3,0.394
4,4.043